No. 1
The following is a DFT calculation (ωB97M-V/def2-TZVPD) of a 7-piece molecular cluster, C24H31N7 overall in a non-equilibrium geometry.

LUMO level, eV: 0.29
Gap between HOMO and LUMO, Ha: 0.285
SMILES: c1cc[nH]c1.c1cc[nH]c1.c1cc[nH]c1.c1cc[nH]c1.c1cc[nH]c1.CC#N.CC#N

Structure (XYZ):
```
62
Properties=species:S:1:pos:R:3:forces:R:3
C -2.72142 -1.13165 4.89314 0.780 1.395 1.535
C -3.67860 -2.00897 5.41519 -0.648 0.989 2.636
C -3.99723 -1.50300 6.73686 0.356 -0.500 -1.705
N -3.23435 -0.38269 6.95252 -0.784 -0.888 0.125
C -2.44149 -0.15995 5.89810 0.220 -0.170 -2.378
H -2.23889 -1.17291 3.92782 -0.048 -0.051 0.094
H -4.06965 -2.88393 4.91726 -0.122 0.085 0.265
H -4.66179 -1.76413 7.54714 -0.129 -0.472 -0.412
H -3.38677 0.23830 7.73433 0.304 -0.208 -0.171
H -1.82120 0.72242 5.84260 0.074 -0.150 0.039
C 1.74417 0.36272 4.21856 0.932 2.593 -2.397
C 0.52279 0.97350 3.77640 -0.304 -0.221 1.301
C 0.80079 2.17023 3.17559 -1.007 0.202 -1.264
N 2.13121 2.26013 2.93286 0.244 -0.767 1.596
C 2.71425 1.22489 3.62657 0.376 -1.472 0.514
H 1.90122 -0.53933 4.79132 0.032 0.149 -0.205
H -0.46943 0.58770 3.95822 -0.012 0.189 0.167
H 0.15944 2.97693 2.85261 -0.213 -0.296 -0.155
H 2.59958 3.02337 2.46575 -0.026 -0.263 0.304
H 3.78997 1.13230 3.60096 -0.048 -0.080 0.106
C 2.70739 0.97174 -2.60601 -1.281 -0.491 -2.582
C 2.94062 1.42124 -1.36317 3.028 0.687 4.258
C 4.33640 1.24500 -1.07495 -1.478 0.163 -1.637
N 4.88964 0.80352 -2.28330 -0.124 -0.556 1.984
C 3.88434 0.54686 -3.13907 0.345 -0.140 -1.692
H 1.75376 0.99538 -3.11241 0.094 -0.133 -0.017
H 2.26545 1.81263 -0.61660 -0.189 -0.091 -0.195
H 4.93164 1.28683 -0.17477 -0.138 0.317 -0.142
H 5.80434 0.38435 -2.37111 -0.160 0.215 0.049
H 4.09014 0.09158 -4.09654 -0.042 0.217 0.049
C -2.41796 0.20468 -6.09436 -0.503 -0.513 1.612
C -1.75573 -0.88965 -6.72817 0.825 0.618 0.542
C -0.64291 -1.20021 -5.93714 -1.055 0.937 -0.518
N -0.67682 -0.34342 -4.85347 0.477 -1.807 -0.392
C -1.82590 0.38497 -4.84061 0.972 0.590 -1.143
H -3.31933 0.72313 -6.38617 -0.015 -0.247 -0.170
H -2.05933 -1.31589 -7.67291 0.237 -0.107 0.101
H 0.15205 -1.92007 -6.06459 -0.039 0.138 0.037
H 0.09514 -0.33770 -4.20220 -0.544 -0.019 0.373
H -1.98247 0.99683 -3.96453 -0.366 0.290 -0.394
C 2.85009 -3.85073 -5.27895 -1.440 1.006 0.582
C 2.83135 -2.47478 -4.88422 -0.060 0.087 1.405
C 2.00639 -2.32415 -3.77727 0.661 -1.373 0.060
N 1.46881 -3.59492 -3.47130 0.759 2.073 -1.423
C 1.88846 -4.43776 -4.46307 0.799 -1.245 0.432
H 3.45362 -4.26580 -6.07260 -0.372 -0.207 0.062
H 3.46996 -1.64462 -5.14768 0.029 -0.286 -0.540
H 2.05343 -1.49884 -3.08227 -0.585 -0.132 0.030
H 0.86217 -3.80589 -2.69182 0.045 0.041 -0.408
H 1.55464 -5.46330 -4.40630 0.094 -0.023 -0.234
C -3.84811 3.67836 4.53673 1.472 -0.147 -0.135
C -3.84235 2.78952 3.33278 -0.840 1.766 2.141
N -3.86608 2.14766 2.39451 0.184 -0.794 -1.060
H -4.44640 3.40288 5.40520 -0.327 -0.390 -0.581
H -3.94888 4.74750 4.34997 -0.604 -0.220 -0.606
H -2.81699 3.65648 4.88942 0.185 -0.260 0.218
C -1.30405 0.69640 0.51152 0.157 0.663 -1.261
C -0.72995 0.00726 -0.68169 0.939 -0.854 0.851
N -0.16039 -0.56759 -1.50992 -0.825 0.721 0.547
H -1.28966 0.20673 1.48524 -0.138 -0.683 -0.559
H -2.29537 1.01875 0.19296 -0.137 -0.014 0.579
H -0.70376 1.58912 0.68704 -0.016 0.142 -0.218
```
Positions in Å, forces in eV/Å.


No. 2
The following is a DFT calculation (ωB97M-V/def2-TZVPD) of C24H32As2N3O11Zr as an isolated structure in a non-equilibrium geometry.

LUMO level, eV: -3.95
Net charge: +1
Gap between HOMO and LUMO, Ha: 0.236

Structure (XYZ):
```
73
Properties=species:S:1:pos:R:3:forces:R:3
Zr -0.02539 0.95363 -0.48255 -0.829 -0.827 1.063
N -0.58000 -1.46814 -0.47846 -0.084 0.150 -0.350
C -0.39390 -1.85028 -1.90414 0.074 0.028 -0.099
C -0.14519 -0.51321 -2.54561 0.352 0.272 -0.145
O 0.95954 0.08399 -2.01943 -0.284 -0.122 -0.582
N -1.03575 0.06800 -3.24029 0.010 0.165 -0.141
C -0.85775 1.44615 -3.72036 0.011 -0.226 0.043
C -0.26797 2.44276 -2.72546 -0.489 -0.273 0.212
O 0.66292 3.15599 -2.93143 -0.110 0.323 0.013
O -0.92068 2.38181 -1.49828 0.726 -0.045 -0.916
H -0.01942 -2.05307 0.13546 0.041 0.070 0.053
H -1.55465 -1.55312 -0.19631 0.039 -0.040 0.096
H -1.26088 -2.33319 -2.34677 -0.033 -0.031 0.140
H 0.48583 -2.48255 -2.01028 -0.033 -0.032 0.043
H -1.85205 1.79799 -3.99702 0.041 0.073 -0.055
H -0.22691 1.45237 -4.60828 -0.003 -0.035 -0.004
C 0.05041 0.33796 3.40110 0.116 0.011 0.103
C -1.12926 0.14183 2.51175 0.173 0.101 -0.198
C -2.25425 -0.55743 2.81385 -0.222 -0.012 -0.025
C -3.16659 -0.38169 1.73288 0.051 -0.088 0.131
C -2.56998 0.42463 0.81307 0.275 0.051 0.078
C -3.21997 0.89202 -0.46122 0.038 0.003 0.106
N -1.25612 0.75732 1.26189 -0.515 0.097 -0.086
H -0.23115 0.09530 4.42558 0.003 -0.013 -0.016
H 0.39827 1.37249 3.40496 -0.019 0.029 -0.036
H 0.89696 -0.30862 3.15380 0.012 -0.019 -0.029
H -2.42858 -1.08946 3.73589 -0.018 -0.004 -0.009
H -4.17583 -0.75553 1.65894 -0.004 -0.020 0.027
H -4.25466 0.55385 -0.42618 -0.002 0.023 -0.021
H -2.79674 0.46795 -1.37966 0.041 0.048 0.006
H -3.21824 1.97674 -0.55947 0.011 -0.011 -0.030
C 0.77100 4.61424 1.04362 0.071 -0.158 0.088
O 1.58159 3.61910 1.75534 0.074 0.270 -0.050
C 1.93909 2.56972 1.11723 0.522 -0.682 -0.164
O 1.53731 2.32516 -0.05974 -0.100 0.434 0.662
C 2.71259 1.50852 1.80314 -0.293 0.156 -0.157
C 3.41728 1.68420 2.92192 -0.106 0.102 0.061
As 3.78873 0.30237 4.26775 -0.095 0.046 -0.077
C 5.73608 0.44723 4.25125 0.081 0.025 -0.003
C 3.59443 -1.34362 3.18593 0.021 -0.042 0.112
C 3.14804 -1.49213 1.94228 -0.037 -0.465 -0.070
As 2.36341 -0.14836 0.81377 0.339 0.656 0.238
C 3.76845 0.00684 -0.52477 0.045 -0.107 0.009
C 3.03107 -2.77157 1.14308 0.164 0.146 0.317
O 2.00360 -3.04395 0.56164 -0.070 -0.048 -0.012
O 4.16873 -3.42678 1.03449 -0.050 0.007 -0.081
C 4.13809 -4.63324 0.23784 0.036 0.055 0.108
C 3.95269 -2.47181 4.12590 -0.158 0.143 -0.178
O 4.48265 -2.22349 5.18177 0.123 -0.013 0.006
O 3.55382 -3.67650 3.75356 -0.013 0.004 0.010
C 3.83264 -4.72755 4.70845 -0.042 0.004 -0.132
C 3.82786 3.07672 3.34002 0.289 -0.331 -0.015
O 4.37826 3.83437 2.58754 -0.154 0.075 -0.001
O 3.64231 3.26980 4.64041 -0.013 0.107 0.047
C 4.12380 4.53356 5.15510 -0.109 -0.075 0.025
H 0.63603 5.41032 1.76514 -0.006 0.021 -0.039
H -0.17902 4.16180 0.76642 0.021 0.031 -0.012
H 1.31511 4.94475 0.16394 -0.031 0.016 -0.014
H 5.99525 1.48084 4.47897 0.015 -0.009 0.012
H 6.15144 0.17257 3.28460 0.003 -0.006 0.001
H 6.11938 -0.20510 5.03018 0.020 0.009 -0.014
H 4.67988 0.34503 -0.03629 0.027 -0.017 -0.062
H 3.45385 0.70301 -1.29792 -0.007 0.021 0.026
H 3.92396 -0.97182 -0.97867 0.005 0.010 -0.009
H 3.52377 -4.48875 -0.64612 0.007 0.002 -0.013
H 3.73553 -5.44111 0.84544 -0.015 -0.021 -0.041
H 5.17101 -4.82845 -0.02785 -0.009 -0.031 0.009
H 3.40743 -5.62467 4.27201 0.019 -0.014 0.024
H 3.36250 -4.49819 5.66108 0.005 0.011 0.005
H 4.90704 -4.82594 4.84040 0.003 -0.016 0.021
H 4.09986 4.42973 6.23416 0.000 0.022 -0.003
H 3.45757 5.33020 4.83149 0.035 0.020 -0.007
H 5.13128 4.72481 4.79672 0.014 -0.004 0.000
```
Positions in Å, forces in eV/Å.


No. 3
The following is a DFT calculation (ωB97M-V/def2-TZVPD) of C24H32Cl8F4O18 as an isolated structure in a non-equilibrium geometry.

LUMO level, eV: 0.28
Gap between HOMO and LUMO, Ha: 0.349

Structure (XYZ):
```
86
Properties=species:S:1:pos:R:3:forces:R:3
C 3.60508 -2.45634 1.01625 -0.867 0.087 -1.182
C 2.77653 -1.53961 -0.01462 1.565 -0.973 0.329
C 3.07177 -1.75159 -1.47852 2.108 -4.313 0.953
O 1.82092 -2.04968 -2.07884 -1.366 0.325 -1.410
C 0.81693 -2.07194 -1.19540 0.716 -2.563 -0.528
O -0.36610 -2.35806 -1.42431 3.215 -0.330 0.785
O 1.36084 -1.87565 -0.01043 -0.897 -0.813 -0.451
H 3.54418 -3.50590 0.72845 0.392 0.624 -0.105
H 3.15561 -2.33578 2.00191 0.641 -0.897 -0.847
H 4.65951 -2.21394 1.14867 -0.030 0.639 -0.503
H 2.85321 -0.49082 0.27215 0.226 -0.668 -0.324
H 3.67998 -2.65364 -1.54547 -0.215 -0.557 -0.188
H 3.61962 -0.91868 -1.91924 -0.055 -3.337 -0.182
C -1.56588 -1.22932 1.19038 2.695 3.499 2.107
C -0.60438 -0.05029 1.52941 -0.972 -1.484 -0.274
C 0.84641 -0.43248 1.75200 -4.620 1.135 0.234
O 1.53885 0.57285 0.99274 0.592 -0.574 0.528
C 0.73672 1.29307 0.31201 -2.185 4.188 -1.056
O 1.12801 2.28930 -0.33268 -1.978 -1.960 7.477
O -0.60005 0.87970 0.45903 5.101 2.341 1.099
H -2.54730 -0.77359 1.05913 0.449 -0.012 0.022
H -1.58655 -1.94586 2.01150 0.091 1.248 0.257
H -1.28965 -1.80761 0.30869 1.590 1.891 1.180
H -0.95687 0.55508 2.36451 0.326 -0.783 -0.568
H 1.08876 -1.47365 1.53911 -0.409 2.482 -0.418
H 1.08911 -0.33296 2.80997 -3.132 0.772 -0.758
C 0.54795 -4.21706 2.22461 0.902 -1.710 -0.091
Cl 1.72145 -4.70329 0.89283 -1.886 -0.944 0.493
Cl 1.10742 -2.72746 2.87157 -0.692 -2.175 2.880
H -0.48791 -4.10179 1.90550 1.304 -0.481 -0.142
H 0.64727 -4.99658 2.97998 0.043 0.115 -0.128
C -2.96989 0.16011 3.52163 -0.207 0.207 0.115
Cl -1.58922 1.12786 4.18316 -1.683 -0.587 0.863
Cl -3.61306 -1.02920 4.72332 0.342 0.893 -0.817
H -3.71087 0.87155 3.15709 -0.300 -0.079 0.790
H -2.66989 -0.36968 2.61752 0.194 0.026 1.085
C 3.82030 0.69177 3.58937 0.440 -0.092 -0.611
Cl 2.72789 -0.49447 2.79103 8.422 1.733 4.291
Cl 3.74014 0.41336 5.30326 2.521 -0.765 0.738
H 4.84516 0.65921 3.21961 -0.043 -0.561 0.198
H 3.46463 1.68422 3.31250 -0.138 -0.349 0.361
C 1.08344 2.35331 3.46171 -0.519 0.102 0.329
Cl 2.30334 3.66310 3.20931 -0.964 -0.516 0.185
Cl 1.32063 1.43236 5.02176 -1.788 1.783 -1.456
H 0.06106 2.73125 3.45633 0.506 0.705 0.351
H 1.08277 1.68230 2.60273 0.785 0.161 0.701
C -1.36562 3.33266 -1.00911 -0.129 0.034 -1.342
C -1.56292 4.23024 -2.24891 -1.537 1.373 2.205
O -2.95442 4.10532 -2.47671 0.221 0.222 0.296
C -3.32776 2.86202 -1.99766 -1.375 -0.844 -2.935
O -4.35769 2.31555 -2.36865 2.313 1.276 1.852
O -2.26236 2.30116 -1.40403 -2.902 6.571 -0.526
F -0.90773 3.77083 -3.32794 -1.703 1.129 -0.832
H -1.64885 3.69121 -0.01951 -0.098 0.633 -0.275
H -0.34226 2.95956 -0.96858 -1.232 -0.291 0.678
H -1.29508 5.27111 -2.06736 -0.177 0.072 -0.335
C -3.96534 -3.76454 -1.35363 -0.574 0.561 -0.617
C -3.97006 -2.23113 -1.11610 1.096 -1.941 -0.676
O -2.80011 -2.13583 -0.27817 -4.375 -0.910 -1.545
C -2.56143 -3.33845 0.35946 1.188 0.361 -1.406
O -1.79023 -3.54386 1.24822 -2.568 -1.476 -0.712
O -3.08486 -4.24382 -0.37470 -0.924 -3.012 -0.040
F -5.06259 -1.80326 -0.50269 -1.000 0.273 1.289
H -3.56762 -4.01130 -2.33802 0.008 0.014 0.048
H -4.91540 -4.27355 -1.19117 -0.132 0.378 -0.165
H -3.90509 -1.61656 -2.01395 0.652 -0.106 0.074
C -0.19364 -0.03232 -2.23885 -0.500 -2.706 -1.759
C -1.66781 -0.24119 -1.96592 1.224 1.587 -0.727
O -2.25415 0.33166 -3.15333 -0.124 0.179 -0.991
C -1.37356 1.16465 -3.79223 1.626 -0.497 -1.481
O -1.48654 1.77750 -4.85006 -0.177 -2.005 3.594
O -0.11394 1.07828 -3.08649 -5.689 -0.808 -2.629
F -1.91840 0.61931 -0.96822 -2.057 -7.908 0.001
H 0.16151 -0.85878 -2.85442 -0.137 0.218 -0.056
H 0.39679 -0.08703 -1.32426 -0.338 1.131 -0.617
H -2.00334 -1.24288 -1.69739 0.219 0.883 -1.071
C 1.10506 2.94331 -2.60443 2.278 1.936 -0.955
C 2.50829 3.60643 -2.75887 -1.641 -0.246 -0.670
O 3.33111 2.48454 -2.86914 0.829 -1.036 1.026
C 2.72089 1.40434 -2.23417 0.140 -0.181 0.033
O 3.27118 0.32874 -1.87727 -2.468 10.160 -1.560
O 1.43005 1.68753 -2.08077 6.014 -1.147 -3.177
F 2.80375 4.39694 -1.67542 0.266 -0.488 0.181
H 0.50087 2.80625 -3.50123 1.883 0.067 0.073
H 0.47966 3.53979 -1.94020 1.670 -0.516 -0.429
H 2.64179 4.26210 -3.61932 0.013 -0.374 -0.134
```
Positions in Å, forces in eV/Å.